The following is a quantum chemistry calculation of a 11-piece molecular cluster, C34H96N6O11 overall, from the Open Molecules 2025 dataset.

```
147
Properties=species:S:1:pos:R:3:forces:R:3:mulliken_charge:R:1
H 0.360 3.344 3.541 0.0 -0.1 -0.2 -0.2443
C 3.295 5.422 -2.978 -0.9 -0.4 -0.8 -1.0146
C -5.087 -1.554 -0.013 1.8 -2.5 -2.3 0.1164
H -1.478 -2.551 -7.480 0.2 0.0 -0.1 0.2832
C -1.770 -3.805 -4.069 0.4 0.2 -0.2 0.1955
C -0.944 1.837 4.429 -0.4 1.1 0.4 1.0581
H 0.912 4.239 1.267 0.0 -0.2 0.1 0.2808
H -0.227 4.382 -0.073 -0.1 0.1 0.0 0.5988
H -1.898 -5.964 -3.646 -0.3 0.1 0.0 0.4098
H -1.658 -1.936 -3.621 -0.2 0.3 -0.4 0.2350
H 3.003 3.323 4.376 -0.1 0.3 -0.7 0.0598
C -0.086 -0.980 -0.542 -1.6 1.8 -2.3 -0.8493
C 1.362 -5.523 1.062 1.3 0.9 -0.7 -0.3253
H 0.185 0.324 -3.761 0.7 0.3 0.1 0.4645
C -2.060 -3.495 5.112 0.9 0.0 0.0 -0.7196
H 6.315 2.966 -4.368 -1.1 0.0 -0.2 0.3858
H 0.777 -1.351 -3.651 -0.1 -0.1 -0.1 0.2792
H 2.184 -3.474 0.709 -0.9 0.2 0.1 -0.2341
H 4.271 -1.877 4.270 0.6 0.2 -0.4 0.3120
O 4.302 0.174 3.855 0.8 1.5 -0.6 -0.4689
H -0.324 0.338 5.896 -0.2 -0.2 -0.5 0.3387
C 1.508 3.234 -0.591 -1.3 0.5 1.0 1.4566
O -1.536 4.016 3.151 0.0 -0.5 0.9 -0.1634
H -0.419 -2.106 1.162 0.2 -0.2 0.7 0.0806
O -0.706 -0.949 -5.034 0.0 -0.8 -0.4 -0.2121
H -2.494 -2.423 3.375 0.3 0.4 -0.4 -0.3088
H 3.327 -1.339 2.815 0.1 -0.2 -0.1 0.0967
O 2.989 4.272 -2.225 0.4 0.1 1.7 -0.4157
C 6.067 2.575 -3.381 0.7 -0.8 1.0 -1.5763
H 0.957 -1.113 -0.827 -0.1 -0.3 0.5 -0.2526
H -0.757 -1.434 -1.271 0.0 -1.0 0.3 0.1231
H -5.152 -6.124 0.236 0.2 0.2 0.4 0.3134
C 0.063 1.179 5.319 1.2 1.2 0.9 -1.6390
H -3.302 1.052 -7.018 0.0 0.6 0.0 0.2770
H -2.551 -2.787 6.817 -0.1 0.0 0.0 0.3154
H 1.825 1.469 0.444 -0.5 0.0 0.3 -0.5860
H -5.165 0.405 -0.476 0.7 0.6 0.0 0.2623
H -4.938 -0.530 -1.870 0.6 -0.1 -0.3 0.5968
H 3.098 1.086 -3.455 -0.3 -0.3 -0.3 0.2734
H 5.594 2.504 2.810 0.4 -0.3 1.2 0.3425
H -3.124 -0.895 -6.334 0.6 -1.7 0.7 0.2432
C 4.025 1.094 2.741 -1.3 -0.6 0.4 0.4168
H 3.589 6.368 -2.522 0.0 -0.3 1.0 0.3441
H -1.114 -3.814 5.550 0.6 0.5 -0.2 0.3126
C -2.016 -2.194 4.327 0.8 -1.0 -1.5 0.0705
H -2.767 -2.004 -8.509 0.0 0.1 -0.1 0.4032
H 2.808 -1.070 4.476 -0.5 0.2 -0.1 0.2009
H 4.205 -0.602 0.089 -0.1 -0.4 0.3 0.0109
H -3.705 1.686 0.764 1.1 0.3 0.3 -0.1371
H -2.330 -4.401 4.568 -0.5 0.3 -0.5 0.3618
O -3.860 0.620 2.803 -0.1 0.3 2.2 -0.6732
C -1.865 -1.671 -7.995 0.0 -0.4 1.3 -1.3931
H -3.260 3.995 4.341 0.1 0.1 0.3 0.3296
H 2.889 1.758 -0.690 0.2 -0.2 -0.2 -0.3189
O 2.157 -5.703 2.191 0.8 0.0 1.3 -0.5377
H -0.955 -1.981 4.196 -0.1 0.6 -0.5 0.0981
C -4.562 -0.421 -0.852 -1.6 0.0 -0.4 -1.1458
H -3.422 3.338 1.644 0.3 -0.5 -0.2 0.1162
H 2.951 1.133 2.556 -0.5 0.1 0.5 -0.1991
C -4.534 -5.346 -0.213 -0.2 0.8 -0.5 -0.7114
H 1.375 -6.466 0.516 -0.6 0.1 -0.4 0.3804
C 4.515 2.553 2.958 0.8 -0.9 0.0 0.3628
H 1.312 -4.366 -0.656 0.5 0.7 -0.4 0.2777
N -4.602 -1.364 1.323 -1.2 -1.5 0.9 -0.2629
H -5.026 -3.128 -1.535 -0.2 -0.1 -0.2 0.5147
C 2.213 4.503 -1.029 1.6 -0.5 -0.4 -1.3420
C 0.466 3.705 0.427 -0.2 -0.1 -0.1 -1.9677
H 5.296 0.663 -4.000 0.0 -0.1 -0.2 0.4427
H 2.121 -6.610 2.504 -0.1 0.0 0.0 0.2996
H -4.397 2.386 3.502 -0.6 0.0 0.3 -0.0190
H -6.149 -1.704 -0.208 -0.4 0.7 1.1 0.3724
H -0.449 0.439 -6.627 0.9 -0.5 -0.1 0.3939
H -2.048 1.223 2.942 -0.1 -0.1 -0.7 -0.7536
H 0.978 0.915 4.790 0.1 -0.1 0.0 0.1428
H 1.235 -0.390 -5.095 0.4 0.4 0.4 0.4765
N -1.134 1.004 3.311 -0.3 -0.9 -0.8 1.5116
H 0.319 1.909 6.086 0.4 0.0 0.2 0.5269
C -4.043 2.463 1.448 -2.1 0.5 -1.8 -0.5963
C -4.654 1.786 2.629 2.1 -0.2 0.8 -0.1748
H -3.467 -5.565 -0.160 0.1 0.0 0.6 0.2367
H -2.575 -1.339 4.708 0.1 -0.3 0.6 0.4288
H 0.369 -5.197 1.372 -0.3 -0.2 -0.3 0.1587
C 5.014 0.693 -1.915 0.0 -0.3 -0.8 -0.4387
C -0.621 3.301 4.014 0.0 -0.1 0.8 -0.9298
H 6.031 0.312 -1.820 0.0 -0.4 0.8 0.5062
H -0.123 2.851 0.759 0.1 0.0 0.4 0.1898
H -0.550 3.812 4.973 0.1 0.5 0.1 0.5492
C -1.185 -0.016 -5.965 -0.6 0.2 -1.6 -1.1538
H -4.724 -5.405 -1.285 -0.4 0.3 -0.2 0.2711
H -3.497 -2.980 -0.756 0.4 0.4 0.1 0.1251
C -0.446 -1.054 0.881 1.8 -0.7 1.1 0.9302
H 3.368 2.514 -2.850 0.3 0.6 0.0 0.0996
H 4.103 5.150 -3.656 -0.3 0.0 -0.3 0.2596
O 4.013 -0.371 -1.947 -0.3 1.5 -0.1 -0.2466
C 3.675 -1.085 3.816 -0.8 0.4 0.2 -0.4788
H -1.324 0.127 3.774 -0.1 -0.7 -0.5 -0.5129
H -1.415 -0.664 1.193 -0.1 0.3 -0.4 -0.3945
H 0.876 2.834 -1.384 0.4 -0.2 -0.6 0.1689
H -5.129 -2.071 1.815 -0.5 0.1 1.0 0.3487
H -3.695 0.041 -8.152 0.0 -0.1 -0.4 0.2800
H -0.704 -3.772 -3.844 0.2 -0.1 0.1 0.2672
H 2.896 4.751 -0.216 0.2 0.1 0.2 0.2496
C 5.020 1.411 -3.257 1.0 0.4 -0.6 0.5126
H -1.839 -3.842 -5.156 -0.1 -0.2 -0.2 0.0929
H -1.535 0.882 -5.455 -0.8 0.0 0.3 0.4223
H -2.206 5.464 4.533 0.3 -0.3 0.4 0.3783
O 0.645 -0.290 1.466 -0.4 -0.9 -0.1 0.3060
O -2.375 -2.574 -3.644 -0.2 -1.1 0.7 -0.4635
C 4.073 3.129 4.308 0.1 -0.5 0.3 -1.3260
H 1.595 5.393 -1.150 -0.6 -0.3 -0.2 0.5473
C -2.582 4.697 3.855 0.3 -0.1 -0.6 -0.9707
H 4.345 0.630 1.808 0.8 0.2 -0.1 -0.1789
C -4.569 -2.950 -0.561 0.0 -0.3 0.1 -0.6071
O -4.871 -4.054 0.332 -0.1 0.1 -0.5 -0.3923
H 4.778 1.489 -1.208 0.1 -0.4 0.8 -0.0154
C -2.416 -5.030 -3.429 -0.8 1.6 0.3 -1.1042
H 4.612 4.053 4.518 -0.1 0.0 0.1 0.3679
C 0.473 -0.557 -4.334 -0.8 0.2 -0.7 -1.0786
H 5.911 3.374 -2.657 -0.6 0.3 -0.2 0.2458
C 4.048 -1.229 -0.789 1.6 0.9 -1.3 -0.0602
C -2.284 -0.600 -6.963 0.9 -1.8 2.2 0.7123
H 0.429 -0.093 2.380 -0.4 0.5 0.2 -0.3385
H 2.330 5.578 -3.461 0.3 0.8 -0.9 0.3837
H -2.535 -4.825 -2.365 0.7 -0.3 0.3 0.0650
H -4.924 2.733 0.867 0.0 1.2 -0.4 0.4329
H -0.363 0.048 -0.774 0.7 0.6 -0.3 0.3626
O -2.951 -3.311 6.120 -2.2 -0.6 2.4 -0.5719
H -3.483 -0.292 -0.770 -0.2 0.1 -0.1 0.0124
H 3.183 -1.886 -0.697 0.0 0.4 -0.3 -0.2688
N 3.711 1.882 -3.558 -1.2 -0.1 -0.7 -0.4867
H 3.051 -4.633 -0.086 -0.2 -0.7 -0.5 0.4365
H 4.948 -1.771 -1.077 0.1 -0.9 1.2 0.5420
N 2.373 2.218 0.046 0.1 0.4 -1.3 1.0684
H -1.145 -1.342 -8.744 0.0 0.3 0.2 0.3210
H 4.866 4.148 1.724 0.3 0.2 0.5 0.2855
H 4.024 3.053 0.982 -0.6 -0.5 0.2 -0.0666
H -5.737 1.682 2.557 0.0 -0.6 0.1 0.4673
H -3.164 5.278 3.140 0.0 -0.3 -0.3 0.3111
N -2.884 0.415 -7.681 -0.9 3.5 -1.7 -0.7495
H 7.079 2.272 -3.112 0.1 -0.8 0.4 0.4391
H 4.184 2.432 5.139 0.7 -0.1 -0.1 0.3901
H -3.470 -4.980 -3.703 -0.1 -0.7 -0.6 0.2994
H -3.715 -1.842 1.380 0.8 0.2 -0.3 -0.1802
N 4.133 3.473 1.894 -0.6 0.6 -0.6 -0.3802
H -1.824 1.809 5.072 -0.7 0.7 0.0 0.3027
C 2.017 -4.410 0.175 -0.5 -1.0 0.9 -0.4438
H -4.128 -0.133 2.272 -0.9 -0.2 -0.8 0.5406
```
Positions in Å, forces in eV/Å.

Calculated values
Multiplicity   1
HOMO energy   -8.5 eV
ΔE to the lowest compared entry with this formula, charge and spin   540.9 kJ/mol
SMILES   COC[C@H](C)N.COC[C@H](C)N.COC[C@H](C)N.COC[C@H](C)N.COC[C@H](C)N.COC[C@H](C)N.CCO.CCO.CCO.CCO.CCO